Entry 1:
This record from the OMol25 dataset describes C5H9N as an isolated structure. The level of theory is wB97M-V/def2-TZVPD.

Last column: Mulliken charge in e.
Geometry (Å):
N -0.45382 0.66265 0.02470  -0.19
C 1.19372 -1.25847 0.18929  -1.15
C 1.57807 1.43467 -0.08337  -0.35
C -2.22818 0.05151 -0.07460  -0.47
C 0.83915 0.07053 -0.48508  0.01
C 0.26367 1.78823 0.22089  -0.62
H -2.78731 0.78338 -0.65478  0.27
H 2.62227 1.60980 -0.00889  0.37
H -0.03583 2.67614 0.54582  0.54
H 1.54721 -1.02069 1.25301  0.28
H 2.11742 -1.85934 -0.14720  0.31
H 0.43910 -2.05449 0.07726  0.24
H -2.61551 0.01968 1.01203  0.24
H -2.14309 -1.04749 -0.45683  0.24
H 0.69237 -0.20164 -1.48200  0.27

Atoms 1-2, force components in eV/Å:
-2.056 -2.257 -0.120
2.387 -0.601 1.622

Output
Frontier orbital gap, eV: 7.90
Energy relative to the best compared isomer or geometry (same formula, charge and spin), eV: 5.206
F_max, eV/Å: 5.50
LUMO energy, eV: 0.732
DFT total energy, Ha: -250.475638
HOMO energy, eV: -7.17


Entry 2:
This record from the OMol25 dataset describes one molecule with the formula C4H9NO2. The level of theory is wB97M-V/def2-TZVPD.

Last column: Mulliken charge in e.
Geometry (Å):
O 0.58676 1.87638 -0.55850  -0.59
O 1.75516 -1.42213 2.09935  -0.54
N -1.21801 1.69583 -1.94290  -0.38
C -0.77256 -0.11518 -0.40056  -0.48
C -0.35677 1.24385 -0.97744  0.52
C 0.99245 -0.40581 1.40980  -0.41
C 0.34103 -1.00909 0.16856  -0.51
H -0.95640 2.53694 -2.40865  0.26
H -1.30724 -0.68322 -1.16534  0.32
H -1.90757 1.06812 -2.32305  0.20
H -1.44633 0.03163 0.45033  0.21
H 1.17782 -1.11854 -0.53089  0.24
H 1.76771 0.27972 1.09527  0.21
H 0.22331 -0.04510 2.09408  0.31
H 1.18944 -1.92395 2.70709  0.30
H -0.06881 -2.00946 0.28286  0.35

Atoms 1-2, force components in eV/Å:
0.089 0.137 -0.252
-0.160 -0.163 0.312

Output
Frontier orbital gap, eV: 10.68
Energy relative to the best compared isomer or geometry (same formula, charge and spin), eV: 0.890
F_max, eV/Å: 2.01
LUMO energy, eV: 0.807
DFT total energy, Ha: -363.052837
HOMO energy, eV: -9.87
SMILES: NC(=O)CCCO


Entry 3:
This record from the OMol25 dataset describes a 2-piece molecular cluster, C4H12 overall. The level of theory is wB97M-V/def2-TZVPD.

Last column: Löwdin spin population.
Geometry (Å):
C -1.10224 -1.84259 2.20346  0.12
C 0.12803 -1.71958 1.25094  0.16
C -0.17977 1.68563 -2.14642  0.18
C 1.08847 2.08335 -1.44244  0.23
H 1.39588 3.07067 -1.06959  0.03
H 0.97803 -1.90801 1.95476  0.02
H 1.12858 1.60688 -0.34122  0.05
H -0.98166 -2.85468 2.65557  0.01
H -0.17152 1.72097 -3.27539  0.02
H 0.15130 -2.56332 0.47411  0.03
H -0.98312 -1.08560 3.06623  0.02
H -0.44591 0.62792 -1.91832  0.04
H 1.91653 1.52530 -2.04483  0.03
H -2.14598 -1.83783 1.77787  0.02
H -0.93827 2.33776 -1.95705  0.02
H 0.16165 -0.84687 0.81230  0.03

Atoms 1-2, force components in eV/Å:
0.135 -0.364 0.901
-0.800 -5.715 2.526

Output
Frontier orbital gap (spin up / spin down), eV: 2.76 / 11.48
Energy relative to the best compared isomer or geometry (same formula, charge and spin), eV: 1.329
F_max, eV/Å: 6.30
LUMO energy (spin up / spin down), eV: 4.197 / 4.294
DFT total energy, Ha: -159.481305
HOMO energy (spin up / spin down), eV: 1.43 / -7.19
Multiplicity: 2
Net charge: -1


Entry 4:
This record from the OMol25 dataset describes C20H39N10O3P3Pd as an isolated structure. The level of theory is wB97M-V/def2-TZVPD.

Last column: Mulliken charge in e.
Geometry (Å):
Pd -0.14023 0.42101 -0.02709  0.17
P -2.48681 -0.50441 -1.19507  0.21
P 2.29118 2.89298 0.69321  -0.33
P -0.23009 -2.23083 -0.49585  -0.02
O -1.74799 -1.71095 -0.35259  0.66
O 0.58113 -1.81069 -1.63846  -0.96
O -1.66973 0.37067 -2.04226  -0.87
N 0.63637 4.62281 -0.77402  0.26
N 0.41865 2.49358 -1.34494  0.06
N 2.42860 0.46819 -0.67223  0.68
N -3.55117 -1.49756 -2.06852  0.15
N -3.51532 0.22354 -0.12438  0.54
N -0.55477 -3.87449 -0.64515  0.53
N 0.43206 -1.93530 1.03795  1.16
N -0.08919 1.79137 1.78842  -0.59
N 4.41342 1.43634 -0.51270  0.23
N 1.76958 1.27987 2.89412  0.30
C -3.23319 1.56428 0.37196  -0.69
C 3.34886 -0.29945 -1.31573  -0.79
C 1.23710 1.87270 1.78014  0.45
C -4.34704 -0.59518 0.73763  -1.08
C -2.83658 -2.29300 -3.07525  -0.75
C -0.29612 4.56776 -1.77102  -0.38
C -0.34576 -2.29778 2.21278  -1.09
C 1.06574 5.80109 -0.05191  -0.89
C 3.08063 1.50581 -0.20045  -0.35
C 4.58794 0.27890 -1.22153  -0.70
C -1.51698 -4.58022 0.17818  -1.04
C -4.68006 -0.79102 -2.67343  -1.06
C 5.44846 2.35033 -0.08012  -0.81
C 1.04354 3.33371 -0.54854  0.18
C 0.43695 -4.73238 -1.26839  -1.06
C 1.82682 -2.33994 1.15569  -1.07
C 0.72407 0.76592 3.61502  -0.73
C -0.40704 1.08182 2.91944  -0.53
C -0.41537 3.24538 -2.11251  -0.90
C 3.17102 1.17683 3.21989  -0.90
H -2.25007 -3.88174 0.57665  0.15
H 2.34438 -1.67652 1.85453  0.00
H 3.04857 -1.19035 -1.84315  0.50
H 2.15340 5.86355 -0.04442  0.33
H -5.32285 -0.11917 0.87118  0.40
H 1.08893 -4.12971 -1.89697  0.25
H 1.04709 -5.26703 -0.52754  0.29
H 3.27735 0.78540 4.22876  0.35
H 0.09113 -1.80731 3.08122  0.37
H 3.64384 2.16015 3.17617  0.34
H -1.05702 2.78005 -2.84184  0.53
H 5.55356 -0.02959 -1.58684  0.45
H 6.31627 2.25946 -0.72913  0.32
H -0.78258 5.45409 -2.14357  0.43
H -1.03922 -5.11637 1.00786  0.31
H -2.37235 1.97598 -0.15157  0.16
H -3.47075 -3.12311 -3.39404  0.39
H 2.31517 -2.25997 0.18946  0.37
H 1.92226 -3.37238 1.52261  0.31
H 3.69058 0.50913 2.52711  0.31
H 0.87916 0.21623 4.52870  0.47
H 5.75609 2.13491 0.94555  0.27
H 0.71456 5.77453 0.98033  0.31
H 0.66329 6.68502 -0.53995  0.32
H -3.89235 -0.72228 1.72875  0.22
H -4.36912 -0.16514 -3.52000  0.30
H -1.42796 0.86496 3.18859  0.48
H -1.37226 -1.95288 2.10048  0.04
H -1.91537 -2.69658 -2.65747  0.06
H -2.04302 -5.31853 -0.43537  0.35
H -4.10285 2.21340 0.22188  0.25
H -4.49251 -1.57739 0.29191  0.30
H -0.06526 -5.47920 -1.89139  0.32
H 5.08255 3.37367 -0.12129  0.31
H -3.00388 1.54038 1.43931  0.16
H -5.16931 -0.15720 -1.93803  0.34
H -2.57606 -1.68972 -3.95207  0.30
H -5.39836 -1.52964 -3.03624  0.36
H -0.34373 -3.38077 2.39756  0.27

Atoms 1-2, force components in eV/Å:
0.359 0.271 0.270
-0.931 -0.519 0.353

Output
Frontier orbital gap, eV: 5.81
F_max, eV/Å: 1.12
LUMO energy, eV: 0.643
DFT total energy, Ha: -2710.827377
HOMO energy, eV: -5.17


Entry 5:
This record from the OMol25 dataset describes C45H38AsCl2F3N4O5Y as an isolated structure. The level of theory is wB97M-V/def2-TZVPD.

Last column: Mulliken charge in e.
Geometry (Å):
Y -1.13840 -0.78540 1.73888  0.61
As 1.59460 0.16247 -0.45738  1.50
Cl -3.66528 -4.31044 4.09319  -0.22
Cl -2.05587 -8.68905 1.41941  -0.26
F 1.31851 -3.11055 2.65258  -0.30
F 2.35954 -1.31453 3.23491  -0.31
F 0.61530 -1.87105 4.32943  -0.25
O -5.49428 0.13801 2.32105  -0.69
O -2.07232 -2.82239 2.16061  0.32
O -4.14493 2.05056 3.51467  -0.68
O -5.38509 0.90429 -3.56056  -0.18
O -0.16893 -2.66869 0.26242  -0.31
N -0.11924 0.55465 0.03809  1.75
N -3.17675 0.27447 2.37769  0.21
N -3.12986 -1.18119 0.06435  0.60
N -0.88463 0.73708 3.68923  0.52
C 2.58853 1.93222 2.00089  -1.34
C 1.01586 -1.72116 3.01135  -0.05
C -1.06387 3.76923 -1.56722  -1.29
C -1.87812 2.30803 5.20012  -0.92
C 3.14524 -0.67026 -2.71763  0.74
C -3.21694 1.29617 3.29981  -0.04
C -5.01665 1.45448 -2.66744  0.17
C -1.21320 -6.12633 0.78369  -1.21
C 2.99741 2.49882 0.64986  0.09
C -3.15765 -1.94855 -1.02818  0.47
C 1.13907 -1.63912 -4.34225  -0.56
C 2.49690 1.95150 -0.55839  0.51
C -2.03279 -6.89937 1.56954  0.17
C 3.45318 -1.36120 -3.91212  -1.12
C 2.28810 2.40937 -3.15184  -2.15
C -5.39631 -1.84521 0.42733  -0.65
C -0.31905 -3.90311 0.17598  -0.53
C 0.80386 -0.97325 -3.19105  0.92
C 2.82565 -2.51673 -6.10316  -1.58
C 3.54977 3.84905 -1.68800  -0.88
C -1.26740 4.59223 -0.46281  -0.83
C -4.28466 -1.06586 0.71698  0.67
C 0.39573 1.66949 5.47383  -1.49
C 2.47287 -1.84267 -4.74705  0.16
C 2.73292 2.70144 -1.74265  1.33
C -1.17724 4.03519 0.80614  -1.08
C 4.10505 4.35107 -0.50379  0.45
C 1.78689 -0.43105 -2.36676  -0.35
C -1.21570 -4.72263 0.96241  1.05
C 4.93621 5.60052 -0.58718  -1.62
C -2.80036 -6.32881 2.57886  -0.42
C -2.03050 -4.10740 1.94300  -0.56
C 4.29281 -0.26515 -1.86546  -1.63
C -4.23976 -2.74357 -1.39618  -0.83
C -0.67080 -0.89596 -2.81852  -1.00
C -0.69266 2.33869 5.95814  -0.37
C 3.77823 3.67400 0.66080  -1.12
C -2.79306 -4.98508 2.76013  0.60
C 0.27605 0.94805 4.30030  0.09
C -1.93460 1.45660 4.11463  0.45
C -0.92022 2.69546 0.89979  0.08
C -5.41177 -2.71707 -0.63482  -0.92
C -0.59762 1.83997 -0.18033  0.33
C -0.67249 2.43837 -1.41942  0.38
C -4.38439 -0.13665 1.91254  -0.14
H 4.44099 6.32227 -1.17767  0.38
H -2.24869 -1.90307 -1.61230  -0.25
H 5.23180 -0.75447 -2.15617  0.49
H 1.94007 -3.10072 -6.36921  0.35
H -0.35843 1.83913 -2.27580  0.23
H 1.33445 1.61563 6.00644  0.49
H -0.62535 2.88282 6.89490  0.41
H 0.26392 -4.44903 -0.55597  0.24
H -1.01309 4.19240 -2.57493  0.39
H -1.68099 5.59388 -0.56139  0.33
H 3.73894 4.34616 -2.64890  0.37
H 1.15160 0.48129 3.93436  0.69
H 3.24657 2.35089 2.76422  0.47
H 2.99765 -1.76799 -6.83281  0.32
H -1.39149 4.59735 1.70966  0.49
H 4.15320 -0.44547 -0.79193  0.26
H -1.14907 0.04581 -3.06155  0.28
H -4.15556 -3.33279 -2.30771  0.50
H -0.80289 2.35118 1.92610  0.15
H 2.63969 0.83044 2.05769  0.18
H 4.53194 0.80290 -1.99199  0.25
H 3.66301 -3.21304 -6.01064  0.37
H 5.21873 6.06720 0.35386  0.36
H 1.52161 1.66127 -3.22017  -0.09
H 4.14106 3.97982 1.63347  0.34
H -1.23166 -1.65606 -3.36412  0.53
H -3.42507 -6.96066 3.22661  0.40
H 1.91503 3.33195 -3.57155  0.68
H 1.55303 2.18809 2.26104  0.11
H -0.60708 -6.55825 -0.02514  0.39
H 0.37026 -2.05201 -4.93841  0.44
H -2.79630 2.78036 5.52551  0.52
H -6.18047 -3.40129 -0.92167  0.46
H 3.16950 2.05609 -3.74361  0.37
H -6.24228 -1.59887 1.03259  0.63
H 5.85387 5.40643 -1.19786  0.30
H -0.79517 -0.99629 -1.74568  -0.60
H 4.48174 -1.56532 -4.10175  0.45

Atoms 1-2, force components in eV/Å:
0.522 -0.957 -1.064
0.427 -0.044 0.130

Output
Frontier orbital gap, eV: 6.95
Energy relative to the best compared isomer or geometry (same formula, charge and spin), eV: 0.000
F_max, eV/Å: 2.61
LUMO energy, eV: 2.063
DFT total energy, Ha: -5827.156158
HOMO energy, eV: -4.89
Net charge: -1


Entry 6:
This record from the OMol25 dataset describes a 4-piece molecular cluster, CH9O4 overall. The level of theory is wB97M-V/def2-TZVPD.

Last column: Mulliken charge in e.
Geometry (Å):
O 0.89622 -0.63863 -2.28260  -0.72
O 0.89491 -0.33979 0.17931  -0.85
O -1.43060 -0.35101 1.14012  -0.76
O -3.06271 0.58003 -1.03469  -0.68
C 1.65497 0.40418 1.06971  -0.59
H 0.77565 -0.07904 -1.47935  0.43
H 2.49557 0.92348 0.52812  0.22
H -2.29555 0.55279 -0.45137  0.38
H 2.13627 -0.14938 1.95654  0.18
H -2.81335 0.59591 -1.99880  0.31
H 1.00110 1.21461 1.62740  0.18
H -0.45040 -0.46104 0.74679  0.35
H 1.46662 -1.32117 -1.85776  0.28
H -1.26871 -0.93093 1.85656  0.26

Atoms 1-2, force components in eV/Å:
0.801 -0.608 -0.406
0.555 0.178 1.393

Output
Frontier orbital gap, eV: 8.40
Energy relative to the best compared isomer or geometry (same formula, charge and spin), eV: 0.758
F_max, eV/Å: 1.98
LUMO energy, eV: 4.230
DFT total energy, Ha: -344.467094
HOMO energy, eV: -4.17
Net charge: -1


Entry 7:
This record from the OMol25 dataset describes C23H20IrN3O3S5 as an isolated structure. The level of theory is wB97M-V/def2-TZVPD.

Last column: Mulliken charge in e.
Geometry (Å):
Ir -0.30182 2.12888 1.30142  1.40
S -1.88511 6.51634 -0.40002  -0.11
S -1.26547 6.81588 2.40593  -0.10
S -2.19846 9.18202 0.87252  -0.25
S -0.54679 3.93087 2.75043  -0.45
S -1.29689 3.56211 -0.40760  -0.45
O 0.54147 -3.14067 -4.74114  -0.42
O -2.30601 1.50229 1.86092  -0.31
O 1.64431 2.41957 1.02480  -0.85
N 4.32194 -2.34006 0.25639  -0.38
N 3.91012 -3.38287 -0.34949  -0.68
N 0.17991 0.25811 0.53126  -0.78
C 2.98211 -2.14369 -2.28720  -0.06
C 1.42036 -3.27955 -3.72225  0.94
C 1.65687 -4.46530 -3.03818  -0.31
C -4.59129 1.76625 2.05646  -0.66
C -3.50357 1.31013 1.10217  -0.45
C 4.27547 -0.08789 0.95479  -0.39
C -1.07415 5.21444 1.73458  0.14
C 3.57857 -1.25241 0.62972  -0.15
C -2.56725 1.08943 3.21354  -0.44
C -1.80430 7.59880 0.95537  0.13
C 3.65200 1.14739 1.08490  -0.82
C 2.54993 -4.48668 -1.97570  -0.40
C -0.07652 -2.09606 0.33103  -1.09
C 2.13291 -1.18889 0.60204  0.47
C 3.17556 -3.32314 -1.53780  -0.34
C -4.08408 1.24513 3.41549  -0.59
C -0.26636 -4.25250 -5.08047  -0.87
C 2.28009 1.26827 0.93238  1.06
C -1.36793 5.06860 0.43935  0.14
C -0.57811 -0.79582 0.28735  -0.13
C 2.12990 -2.12823 -3.36390  -0.80
C 1.27010 -2.29490 0.53099  -0.25
C 1.53036 0.08042 0.67471  0.51
H 4.22010 2.04568 1.28630  0.47
H 0.33055 -5.07963 -5.47264  0.35
H -5.56635 1.36698 1.78336  0.37
H -4.30345 1.93773 4.22458  0.29
H -0.74796 -2.93538 0.21782  0.46
H -3.42517 1.88796 0.18590  0.33
H 1.98055 -1.22717 -3.94518  0.45
H 1.14985 -5.37654 -3.32297  0.41
H -1.61990 -0.60784 0.06187  0.53
H -4.53521 0.28336 3.65571  0.32
H -3.62528 0.24709 0.85941  0.27
H -2.24715 0.05235 3.34421  0.26
H 1.65826 -3.29554 0.64788  0.68
H -1.97576 1.72510 3.86879  0.31
H -4.63806 2.85500 2.05693  0.30
H -0.84911 -4.59775 -4.22277  0.36
H 5.35254 -0.16624 1.03460  0.43
H 3.52258 -1.24809 -2.00942  0.46
H 2.74073 -5.40983 -1.44153  0.46
H -0.93963 -3.90354 -5.85758  0.24

Atoms 1-2, force components in eV/Å:
-0.992 1.467 -0.881
0.045 -0.006 -0.041

Output
Frontier orbital gap (spin up / spin down), eV: 5.16 / 5.19
Energy relative to the best compared isomer or geometry (same formula, charge and spin), eV: 2.027
F_max, eV/Å: 2.18
LUMO energy (spin up / spin down), eV: -1.739 / -1.709
DFT total energy, Ha: -3373.618698
HOMO energy (spin up / spin down), eV: -6.90 / -6.90